(1)
Computed, not measured: a molecular structure, C44H37F5N5ORhSSe, with the ωB97M-V functional and the def2-TZVPD basis.

**Calculated total energy**: -148493.5424 eV
**2S+1**: 5
**⟨S²⟩**: 6.085
**Maximum force**: 5.31 eV/A
**Relative energy (zero: lowest compared OMol25 entry of this formula, charge and spin)**: 0.000 eV
**Kohn-Sham gap (alpha / beta)**: 0.1897 / 0.2035 hartree

```
95
Properties=species:S:1:pos:R:3:forces:R:3:mulliken_spin:R:1
Rh -0.188 0.710 -0.390 0.6 -2.4 -0.6 1.46
C 1.828 0.264 -7.045 -1.4 -1.4 0.3 0.00
C 1.797 0.548 -5.545 0.5 -2.5 -0.7 0.03
C 1.846 1.761 -4.953 0.9 2.7 -2.5 -0.02
C 1.915 1.879 -3.633 -0.8 3.1 4.2 0.05
C 1.627 0.888 -2.696 0.4 -1.1 -0.6 -0.02
N 1.549 1.113 -1.309 -0.7 0.0 -0.3 0.19
C 2.320 2.121 -0.787 0.3 2.6 0.8 -0.01
C 3.724 1.976 -0.773 -0.5 0.0 -0.7 0.04
C 4.547 3.101 -0.674 -2.2 0.8 0.5 0.00
C 3.969 4.395 -0.509 -1.4 -1.6 0.8 0.00
C 4.783 5.595 -0.713 0.8 0.5 0.6 0.00
C 2.596 4.528 -0.126 0.9 -0.7 -0.5 0.00
C 1.759 3.410 -0.255 2.4 -1.6 -0.6 -0.03
N 0.497 3.512 0.301 -4.5 0.9 1.2 0.00
C -0.016 4.570 1.071 0.6 -0.1 -0.8 0.01
C -1.306 4.274 1.518 0.8 0.1 -0.7 0.00
C -1.553 2.960 0.966 0.9 2.5 -0.1 -0.01
N -0.554 2.583 0.150 0.8 1.0 2.4 -0.01
C 1.443 -0.380 -3.301 0.4 1.6 -0.5 0.02
C 1.742 -0.552 -4.673 -0.2 0.2 0.2 -0.03
N 0.868 -1.384 -2.555 -0.5 -0.9 2.1 -0.01
C 0.913 -2.728 -2.765 0.1 0.2 0.3 -0.01
C 0.268 -3.315 -1.716 -0.6 1.1 0.3 0.01
C -0.191 -2.291 -0.854 1.3 0.7 -1.3 0.04
N 0.192 -1.093 -1.352 -0.1 -2.6 -0.6 0.03
H 1.411 1.054 -7.686 -0.2 -0.2 0.5 0.00
H 1.197 -0.706 -7.148 1.1 1.7 -0.4 0.00
H 2.811 0.076 -7.454 0.4 -0.2 0.2 0.00
H 2.015 2.701 -5.538 -0.5 -1.0 0.3 0.00
H 1.917 2.920 -3.168 0.4 -1.3 -0.8 0.00
H 4.142 0.958 -0.992 -0.5 1.2 0.2 0.00
H 5.596 2.960 -0.683 0.9 0.2 -0.3 0.00
H 5.572 5.250 -1.366 0.5 0.6 -0.3 0.00
H 5.246 5.911 0.253 -0.4 0.2 -0.8 0.00
H 4.193 6.383 -1.211 0.5 -0.1 0.4 0.00
H 2.180 5.494 0.281 0.9 -1.2 -0.9 0.00
H 0.611 5.499 1.107 -1.2 -1.2 0.4 0.00
H -1.984 5.018 2.054 1.1 -1.6 -0.7 0.00
H -2.450 2.402 1.138 -0.1 -0.5 -0.4 0.00
H 2.035 -1.532 -5.061 -0.9 0.0 0.0 0.00
H 1.445 -3.228 -3.586 -0.4 0.7 0.4 0.00
H 0.018 -4.319 -1.649 -0.1 -1.6 0.3 0.00
H -0.645 -2.384 0.131 -0.1 0.2 -0.5 -0.04
O -0.891 -4.610 6.976 1.3 -0.6 -0.9 0.00
S 0.137 -5.206 6.016 -2.6 0.4 0.8 0.00
C 0.155 -4.184 4.485 1.7 1.0 -0.8 0.01
C -0.303 -5.017 3.290 1.5 -1.7 -1.6 0.00
C -0.276 -6.530 3.696 -1.7 -0.2 0.8 0.00
C -0.743 -6.655 5.165 0.9 1.6 -0.8 0.00
H 1.268 -3.938 4.382 -1.4 -0.4 0.0 0.00
H -0.296 -3.155 4.524 -0.1 -1.2 0.6 0.00
H 0.475 -4.992 2.441 -1.2 0.5 1.1 0.00
H -1.268 -4.770 2.836 0.1 0.2 0.5 0.00
H 0.693 -6.952 3.684 1.4 -0.2 -0.4 0.00
H -0.903 -7.191 3.054 0.3 0.7 0.3 0.00
H -0.521 -7.573 5.689 0.3 -0.2 0.0 0.00
H -1.791 -6.443 5.227 -0.6 0.3 0.4 0.00
C -5.617 -3.268 1.759 -0.2 0.1 -0.4 0.25
C -5.137 -3.178 0.410 -0.8 0.0 2.9 -0.12
C -4.112 -2.295 0.115 -1.3 -1.4 -3.1 0.22
C -3.601 -1.464 1.065 2.4 1.6 3.5 0.08
C -3.955 -1.706 2.485 0.1 -0.1 -0.9 0.20
C -5.000 -2.543 2.822 0.7 -0.1 -1.6 -0.10
C -2.607 -0.428 0.899 -1.7 -1.6 1.2 0.35
C -2.189 0.239 -0.256 0.8 1.9 -3.7 0.25
C -2.885 0.616 -1.464 0.4 0.4 1.5 0.10
C -4.262 0.305 -1.662 0.7 1.2 -3.0 0.27
C -4.831 0.454 -2.945 -0.6 -0.6 1.8 -0.13
C -4.085 0.913 -4.000 0.1 -0.4 -0.6 0.25
C -2.847 1.471 -3.773 1.2 0.8 1.9 -0.15
C -2.273 1.431 -2.494 0.0 -0.8 -0.8 0.22
H -6.511 -3.883 1.985 0.8 0.3 -0.2 0.01
H -5.641 -3.829 -0.282 0.2 0.1 -0.5 0.00
H -3.820 -2.273 -0.960 0.1 0.3 1.0 0.04
H -3.335 -1.236 3.264 -0.5 0.0 -0.5 0.01
H -5.249 -2.674 3.860 -0.3 -0.2 0.1 0.00
H -2.082 -0.083 1.785 -0.6 0.0 0.3 0.04
H -4.843 0.079 -0.849 -1.3 -0.9 1.8 0.05
H -5.896 0.241 -3.110 0.5 -0.2 0.2 0.00
H -4.424 0.769 -5.001 -0.5 0.4 -0.5 0.02
H -2.357 2.085 -4.505 0.2 -0.1 -0.5 -0.01
H -1.305 1.937 -2.337 -0.6 -0.3 0.0 0.06
F 4.186 4.184 3.281 -0.6 -2.0 0.2 0.00
C 3.503 2.972 3.222 -1.1 2.5 0.9 0.03
C 4.037 1.852 2.646 1.2 0.0 0.0 -0.01
F 5.368 1.760 2.456 -0.5 0.1 -0.4 0.00
C 3.189 0.844 2.295 -2.5 -1.3 -0.8 0.01
F 3.604 -0.187 1.545 0.7 0.2 0.4 0.00
C 1.786 0.848 2.565 1.1 0.3 0.5 0.04
Se 0.615 -0.575 2.040 0.2 0.7 -0.6 0.32
C 1.320 1.920 3.326 -0.3 -0.3 0.0 0.00
F 0.016 1.920 3.703 0.9 0.5 -0.1 0.00
C 2.157 2.985 3.656 0.5 0.3 -0.9 -0.01
F 1.659 4.114 4.189 0.1 -0.4 0.0 0.00
```
Positions in Å, forces in eV/Å.

---

(2)
Computed, not measured: 2 unconnected molecules or ions with the total composition C3H3NO2, with the ωB97M-V functional and the def2-TZVPD basis.

**Calculated total energy**: -8735.4810 eV
**Maximum force**: 8.35 eV/A
**Relative energy (zero: lowest compared OMol25 entry of this formula, charge and spin)**: 9.650 eV
**Kohn-Sham gap (alpha / beta)**: 0.3479 / 0.3479 hartree

```
9
Properties=species:S:1:pos:R:3:forces:R:3:nbo_charge:R:1
C 2.531 0.112 -0.040 -7.9 -2.6 0.8 -0.27
C 1.348 -0.226 -0.016 -2.2 -1.0 0.5 -0.13
C -0.600 -0.898 0.073 5.4 4.9 0.7 0.09
N -1.542 -0.015 0.126 0.8 -0.8 -1.4 0.31
O -2.683 -0.401 -0.158 -0.3 1.4 1.0 -0.42
O -1.263 1.353 0.334 -1.5 -1.1 0.1 -0.50
H 3.386 0.502 -0.255 4.9 2.0 -0.9 0.21
H -0.368 1.449 0.012 0.9 0.1 -0.1 0.50
H -0.810 -1.876 -0.075 -0.1 -2.8 -0.5 0.21
```
Positions in Å, forces in eV/Å.

---

(3)
Computed, not measured: a molecular structure, C39H50Ge2N5O2PdS2Se, with the ωB97M-V functional and the def2-TZVPD basis.

**Calculated total energy**: -256327.4382 eV
**Charge**: -1
**2S+1**: 3
**⟨S²⟩**: 2.008
**Maximum force**: 1.44 eV/A
**Relative energy (zero: lowest compared OMol25 entry of this formula, charge and spin)**: 0.419 eV
**Kohn-Sham gap (alpha / beta)**: 0.2299 / 0.2509 hartree

```
102
Properties=species:S:1:pos:R:3:forces:R:3:mulliken_spin:R:1
Pd 0.068 -0.177 0.120 -0.5 0.5 -0.1 0.76
C -1.179 1.056 2.945 0.0 0.1 0.1 0.04
C -1.180 1.432 4.445 0.0 0.0 0.0 0.01
N -0.310 0.521 5.188 0.0 0.1 0.2 0.00
C 1.021 0.551 4.580 0.0 0.0 0.1 0.00
C 0.964 -0.005 3.137 -0.1 0.1 0.1 0.02
N -0.442 -0.194 2.734 0.1 0.1 0.1 0.02
C -1.033 -1.225 3.591 -0.1 -0.1 0.1 0.00
C -0.847 -0.837 5.080 -0.1 0.1 0.0 0.00
H -0.699 1.829 2.344 0.0 0.0 0.0 -0.02
H -2.196 0.926 2.573 0.0 0.0 -0.1 -0.04
H -2.183 1.372 4.875 0.0 0.0 0.0 0.00
H -0.812 2.451 4.599 -0.1 0.0 0.0 0.00
H 1.695 -0.035 5.210 0.0 0.0 0.0 0.00
H 1.361 1.590 4.596 0.1 0.0 0.0 0.00
H 1.453 -0.979 3.061 0.0 0.0 -0.1 0.00
H 1.432 0.683 2.428 0.0 -0.1 0.0 -0.02
H -0.553 -2.175 3.383 0.0 -0.1 -0.1 0.01
H -2.093 -1.315 3.338 0.1 0.0 -0.1 0.00
H -0.149 -1.513 5.580 0.0 0.0 0.0 0.00
H -1.795 -0.867 5.625 0.0 -0.1 0.0 0.00
C 3.863 2.613 -0.852 0.0 -0.2 -0.1 0.02
Ge 3.875 0.907 -1.840 0.0 0.0 0.0 -0.02
C 5.539 0.773 -2.931 -0.3 0.1 0.2 0.00
C 2.246 0.819 -2.936 0.2 0.0 0.1 0.03
C 3.945 -0.603 -0.554 -0.4 0.1 0.1 -0.01
Se 2.267 -1.461 0.096 0.7 -0.1 -0.6 0.10
C 1.781 -2.274 -1.627 0.0 -0.2 0.2 0.01
H 4.159 3.442 -1.495 0.0 0.0 0.0 0.00
H 4.528 2.582 0.010 0.1 0.0 0.0 0.00
H 2.848 2.792 -0.501 0.0 0.0 0.0 0.01
H 5.612 1.610 -3.625 0.0 0.1 0.0 0.00
H 5.555 -0.148 -3.512 -0.1 -0.1 0.0 0.00
H 6.423 0.787 -2.296 0.0 0.0 0.1 0.00
H 2.110 1.708 -3.552 0.1 0.1 0.0 0.00
H 1.422 0.766 -2.221 0.0 0.0 -0.1 0.04
H 2.220 -0.057 -3.582 0.0 0.0 0.0 0.00
H 4.405 -0.247 0.371 0.1 0.0 -0.1 0.00
H 4.570 -1.411 -0.941 0.0 0.0 0.0 0.00
H 0.949 -1.724 -2.060 0.1 -0.1 -0.1 0.00
H 1.484 -3.303 -1.432 0.0 0.0 0.0 0.00
H 2.650 -2.257 -2.283 0.0 0.0 0.0 0.00
N 2.283 -8.828 -1.545 0.0 -0.1 0.0 0.00
C 1.787 -7.751 -0.818 0.0 0.1 0.2 0.00
C 2.590 -6.632 -0.582 0.0 0.0 0.0 0.00
C 2.145 -5.615 0.242 0.0 0.0 -0.1 0.01
C 0.888 -5.696 0.822 -0.2 0.3 0.3 0.00
C 0.077 -6.792 0.586 0.0 0.0 0.0 0.00
C 0.522 -7.815 -0.233 0.1 0.0 -0.1 0.00
S 0.355 -4.376 1.903 0.1 0.5 -0.2 0.00
O 1.499 -4.018 2.701 0.1 0.0 -0.1 0.00
O -0.816 -4.850 2.608 -0.1 -0.2 -0.1 0.00
N 0.027 -3.115 0.963 0.6 0.0 0.4 0.01
C -1.080 -3.050 0.236 -0.8 -0.6 -0.4 -0.01
S -2.187 -4.432 0.098 -0.3 0.5 -0.3 0.00
C -3.158 -3.512 -0.999 -0.1 -0.3 0.0 0.00
C -2.637 -2.283 -1.164 0.0 0.3 -0.2 0.00
N -1.470 -2.004 -0.499 0.8 -0.7 1.0 0.03
H 3.024 -8.619 -2.192 -0.1 0.0 -0.1 0.00
H 1.595 -9.474 -1.893 0.0 0.0 -0.1 0.00
H 3.572 -6.575 -1.036 0.0 0.0 0.0 0.00
H 2.761 -4.752 0.457 0.1 0.0 0.0 0.00
H -0.891 -6.835 1.064 0.0 -0.1 0.0 0.00
H -0.106 -8.679 -0.411 0.0 0.0 0.0 0.00
H -4.048 -3.934 -1.433 -0.1 0.1 0.0 0.00
H -3.069 -1.514 -1.788 0.0 0.0 0.0 0.00
C 0.455 1.805 0.025 -0.2 -0.3 0.4 1.03
Ge -1.005 2.837 -0.634 -0.5 0.4 -0.4 -0.02
C -1.884 1.964 -2.183 0.2 0.1 0.2 -0.07
C -2.921 2.605 -2.859 0.0 0.0 0.1 0.02
C -3.513 2.029 -3.973 -0.1 0.1 0.0 0.00
C -3.053 0.810 -4.452 0.1 0.0 0.0 0.00
C -2.025 0.157 -3.788 -0.1 0.0 -0.1 0.00
C -1.462 0.726 -2.654 0.1 -0.1 0.2 0.07
C -0.522 4.659 -1.300 0.0 -0.4 0.2 -0.03
C -1.231 5.808 -0.961 -0.1 -0.1 0.0 0.00
C -0.847 7.053 -1.437 0.0 0.1 -0.1 0.00
C 0.248 7.169 -2.279 0.0 0.0 0.0 0.00
C 0.969 6.034 -2.623 0.0 0.0 -0.1 0.01
C 0.586 4.795 -2.133 0.1 -0.1 0.0 0.00
C -2.509 3.108 0.650 0.4 -0.2 -0.1 0.05
C -3.600 2.244 0.600 0.0 0.0 -0.1 0.03
C -4.568 2.251 1.595 -0.1 0.0 0.0 0.01
C -4.464 3.139 2.655 0.0 0.0 0.0 0.00
C -3.384 4.008 2.719 0.0 0.0 0.1 0.00
C -2.409 3.978 1.734 0.0 0.1 -0.1 0.00
H 1.085 2.304 0.766 0.1 0.1 -0.1 -0.12
H -3.286 3.559 -2.491 0.0 0.1 -0.1 0.00
H -4.332 2.533 -4.472 0.0 0.0 0.0 0.00
H -3.493 0.370 -5.339 0.0 0.0 0.0 0.00
H -1.665 -0.798 -4.152 0.0 0.0 0.0 0.00
H -0.701 0.185 -2.088 0.0 0.1 -0.2 -0.02
H -2.095 5.728 -0.312 0.0 0.0 0.0 0.00
H -1.406 7.938 -1.156 0.0 0.0 0.0 0.00
H 0.543 8.139 -2.661 0.0 0.0 0.0 0.00
H 1.827 6.119 -3.279 0.0 0.0 0.0 0.00
H 1.166 3.914 -2.391 0.0 0.0 0.0 0.03
H -3.682 1.549 -0.228 0.0 -0.1 0.0 -0.01
H -5.389 1.545 1.555 0.0 0.0 0.0 0.00
H -5.222 3.155 3.428 0.0 0.0 0.0 0.00
H -3.297 4.695 3.553 0.0 0.0 0.0 0.00
H -1.549 4.637 1.807 0.0 0.0 0.1 0.00
```
Positions in Å, forces in eV/Å.

---

(4)
Computed, not measured: C20H27N3O5S2 in the gas phase, with the ωB97M-V functional and the def2-TZVPD basis.

**Calculated total energy**: -57556.4346 eV
**Maximum force**: 1.10 eV/A
**Relative energy (zero: lowest compared OMol25 entry of this formula, charge and spin)**: 0.309 eV
**Kohn-Sham gap**: 0.3318 hartree

```
57
Properties=species:S:1:pos:R:3:forces:R:3:nbo_charge:R:1
C -3.473 -2.333 0.256 -0.2 0.1 -0.1 -0.63
C -4.888 -1.776 0.419 0.2 -0.4 0.4 -0.23
N -5.169 -0.587 -0.349 -0.1 1.0 0.5 -0.68
C -4.970 -0.594 -1.780 0.0 0.1 -0.5 -0.23
C -5.899 -1.578 -2.483 0.2 0.2 0.2 -0.61
S -4.961 0.866 0.430 0.0 -0.1 -0.1 2.34
O -5.494 0.723 1.753 0.3 -0.2 0.1 -0.94
O -5.495 1.886 -0.425 0.3 -0.1 -0.2 -0.94
C -3.188 1.104 0.555 -0.8 -0.1 0.1 -0.36
C -2.486 1.556 -0.547 0.1 0.1 -0.1 -0.18
C -1.113 1.684 -0.472 0.0 -0.1 0.1 -0.26
C -0.442 1.362 0.711 -0.4 -0.1 0.1 0.25
N 0.944 1.510 0.712 -0.1 0.2 -0.4 -0.66
C 1.825 1.233 1.701 0.5 -0.1 0.0 0.67
O 1.551 0.831 2.811 0.0 0.0 0.2 -0.60
C 3.293 1.472 1.285 -0.2 0.5 0.4 -0.12
C 3.585 2.960 1.133 0.0 0.0 0.2 -0.63
N 3.646 0.701 0.100 -0.1 0.0 -0.7 -0.75
C 3.846 -0.694 0.300 0.2 -0.7 0.0 0.21
C 5.075 -1.142 0.763 -0.1 0.1 0.0 -0.24
C 5.285 -2.496 0.960 0.1 0.0 0.1 -0.21
C 4.273 -3.401 0.689 0.0 0.0 0.0 -0.19
C 3.048 -2.951 0.225 -0.1 0.0 0.0 -0.20
C 2.828 -1.598 0.035 0.0 0.0 0.1 -0.22
S 3.438 1.187 -1.466 0.8 0.3 -0.4 2.33
C 5.025 1.942 -1.889 -0.8 -0.3 0.1 -0.86
O 2.423 2.213 -1.538 0.2 0.1 0.1 -0.97
O 3.269 0.033 -2.290 0.2 -0.1 0.1 -0.92
C -1.162 0.919 1.820 0.1 0.0 0.1 -0.26
C -2.537 0.790 1.733 -0.1 0.0 0.0 -0.18
H -2.728 -1.571 0.472 0.1 0.0 0.0 0.22
H -3.333 -3.161 0.947 0.1 -0.1 0.0 0.22
H -3.313 -2.703 -0.754 0.1 -0.1 -0.1 0.20
H -5.065 -1.493 1.457 -0.1 -0.3 0.0 0.24
H -5.618 -2.546 0.148 0.0 0.1 0.1 0.20
H -5.204 0.420 -2.105 0.1 -0.2 -0.2 0.24
H -3.924 -0.815 -2.038 -0.1 0.1 0.0 0.18
H -5.639 -2.606 -2.242 0.0 -0.1 0.0 0.20
H -6.927 -1.396 -2.181 -0.1 0.0 0.0 0.22
H -5.820 -1.446 -3.559 0.0 0.0 -0.1 0.22
H -3.025 1.818 -1.443 0.0 0.1 -0.2 0.24
H -0.544 2.034 -1.321 0.0 0.1 -0.1 0.22
H 1.332 1.851 -0.168 -0.1 -0.1 0.3 0.43
H 3.899 1.073 2.109 -0.2 0.0 -0.2 0.24
H 4.654 3.123 1.013 0.1 0.0 0.0 0.21
H 3.059 3.379 0.281 0.0 0.1 0.1 0.23
H 3.260 3.475 2.035 0.0 0.1 0.0 0.24
H 5.859 -0.428 0.972 0.1 0.1 0.0 0.22
H 6.241 -2.843 1.323 0.1 0.0 0.0 0.22
H 4.439 -4.456 0.839 0.0 -0.1 0.0 0.22
H 2.257 -3.655 0.015 -0.1 -0.1 0.0 0.22
H 1.879 -1.237 -0.328 -0.1 0.0 0.0 0.23
H 5.798 1.223 -1.654 0.1 -0.1 0.1 0.24
H 5.009 2.147 -2.952 -0.1 0.0 -0.2 0.25
H 5.144 2.856 -1.325 0.0 0.1 0.1 0.24
H -0.643 0.681 2.734 0.0 0.0 0.0 0.26
H -3.122 0.457 2.575 0.0 0.0 0.2 0.24
```
Positions in Å, forces in eV/Å.

---

Q: Which of these has the lowest maximum force?
A: C20H27N3O5S2

---

Q: calculated total energy of number 2 (C3H3NO2)?
A: -8735.4810 eV